# 1
Molecular formula: C30H34F32NO9PS
Method: DFT, the ωB97M-V functional and the def2-TZVPD basis

CARTESIAN COORDINATES (ANGSTROEM)
C -5.5040 0.7242 4.7539
C -5.2995 0.8777 3.2100
C -6.0584 -0.2799 2.5644
C -3.7682 0.7509 2.9615
C -3.1382 1.5291 1.8003
C -1.6471 1.9029 2.1075
O -1.1595 2.6921 1.2637
O -1.1104 1.4091 3.1032
P -3.0113 0.5387 0.2539
O -2.9474 1.5358 -0.9791
O -4.3096 -0.3837 0.0453
S -1.4545 -0.6347 0.2699
C -3.8670 2.8761 1.5069
C -4.8641 3.2684 2.5915
C -4.1847 3.7245 3.8931
C -5.6337 4.4978 2.0751
N -5.8588 2.1936 2.8161
O -6.8129 2.1573 1.9657
H -5.7062 1.6937 5.1997
H -4.6242 0.2875 5.2228
H -6.3310 0.0525 4.9710
H -7.0384 -0.3893 3.0270
H -6.2364 -0.1428 1.5035
H -5.5328 -1.2165 2.7456
H -3.4743 -0.2958 2.8964
H -3.2516 1.1213 3.8414
H -2.6019 2.3796 -0.6323
H -4.2669 -1.1283 0.6541
H -4.4323 2.7987 0.5751
H -3.1622 3.6913 1.3859
H -3.2763 4.2702 3.6544
H -4.8636 4.4052 4.4071
H -3.9667 2.9083 4.5738
H -6.4925 4.6836 2.7145
H -4.9691 5.3611 2.1102
H -5.9368 4.3742 1.0404
C -5.2628 -5.2603 -1.9217
C -6.4838 -5.1272 -2.8457
C -6.2665 -5.3374 -4.3457
F -5.4272 -4.4220 -4.8598
F -7.4588 -5.2106 -4.9814
F -7.0987 -3.9473 -2.6312
F -7.3555 -6.1120 -2.4670
O -4.6246 -4.0775 -1.4993
C -3.6323 -3.4882 -2.2489
C -4.0106 -2.0757 -2.6904
F -5.1356 -2.0996 -3.4468
F -3.0145 -1.5713 -3.4496
F -3.2703 -4.2737 -3.2856
F -2.5617 -3.3665 -1.4481
H -5.6618 -5.6840 -1.0012
H -4.5476 -5.9901 -2.3033
H -5.8753 -6.3397 -4.5411
H -4.1715 -1.4468 -1.8107
C 1.5116 -5.5566 -0.7372
C 0.0531 -5.9721 -0.9834
C -0.9774 -5.5793 0.0749
F -0.7098 -6.1572 1.2646
F -2.1999 -6.0181 -0.3237
F -0.0073 -7.3049 -1.2218
F -0.3329 -5.3444 -2.1265
O 2.3932 -6.5380 -0.2132
C 2.5272 -6.7485 1.1300
C 2.1074 -8.1692 1.5196
F 0.8204 -8.3940 1.1964
F 2.2394 -8.3186 2.8580
F 1.8845 -5.8241 1.8582
F 3.8450 -6.6438 1.4238
H 1.9117 -5.3541 -1.7288
H 1.5761 -4.6171 -0.1885
H -1.0180 -4.4938 0.1956
H 2.7366 -8.9004 1.0086
C 2.0449 3.8037 0.4562
C 2.9909 2.7227 1.0056
C 4.2616 3.1887 1.7205
F 5.0795 3.8938 0.9009
F 4.9595 2.1072 2.1455
F 3.3199 1.8540 0.0186
F 2.2956 2.0330 1.9363
O 2.1441 4.1055 -0.9357
C 3.0296 5.0127 -1.4172
C 4.0419 4.3644 -2.3642
F 4.7364 3.4031 -1.7247
F 4.9232 5.3015 -2.7943
F 3.6503 5.7040 -0.4400
F 2.3376 5.9161 -2.1568
H 1.0394 3.3934 0.5647
H 2.0575 4.7071 1.0649
H 4.0102 3.8015 2.5894
H 3.5361 3.9251 -3.2252
C 8.1969 3.2175 -1.3119
C 9.2153 2.2050 -0.7645
C 10.5326 2.7506 -0.2092
F 11.2459 3.3891 -1.1582
F 11.2812 1.7153 0.2416
F 9.4668 1.2592 -1.6960
F 8.6099 1.5845 0.2854
O 8.1505 3.4029 -2.7174
C 8.9596 4.2935 -3.3602
C 9.8889 3.5945 -4.3570
F 10.6800 2.7028 -3.7316
F 10.6820 4.5204 -4.9464
F 9.6476 5.0705 -2.5034
F 8.1651 5.1117 -4.0863
H 7.2221 2.7938 -1.0755
H 8.2402 4.1685 -0.7811
H 10.3457 3.4329 0.6243
H 9.3024 3.0791 -5.1196

Summary:
⟨S²⟩ ... 0.754
Highest occupied orbital energy (spin up / spin down) ... -5.74 / -5.75 eV
Kohn-Sham gap (spin up / spin down) ... 7.85 / 7.86 eV
E ... -5830.87664 hartree
Net charge ... -1
Strongest force on any atom ... 0.059 hartree/bohr
2S+1 ... 2
Energy relative to the best compared isomer or geometry (same formula, charge and spin) ... 0.000 eV



# 2
Molecular formula: C46H73BN3O7
Method: DFT, the ωB97M-V functional and the def2-TZVPD basis

CARTESIAN COORDINATES (ANGSTROEM)
C 10.2587 -1.8381 5.7871
C 9.8355 -1.6054 4.2810
O 8.6241 -0.8356 4.3177
C 8.2220 -0.4602 2.9803
C 7.4148 -1.6617 2.3505
C 5.8552 -1.4439 2.3480
C 5.1166 -2.0686 1.2411
C 3.6606 -1.9248 1.2214
C 3.0193 -1.1846 2.2826
C 3.7650 -0.5279 3.3727
C 5.2085 -0.6664 3.3948
C 2.9637 0.2517 4.4676
O 3.3318 1.3137 4.9021
C 1.6473 -0.4624 4.9198
C 1.2263 -0.4709 6.3037
C 0.0050 -1.1952 6.6598
C -0.7296 -1.8757 5.5977
C -0.3263 -1.8541 4.1833
B -1.2152 -2.6575 3.1170
C -2.7720 -2.9924 3.4244
O -0.7325 -3.1602 1.8851
C 0.8984 -1.1212 3.8303
C 1.4659 -1.0179 2.3695
O 0.7864 -0.7940 1.4018
H 11.3728 -1.7863 5.8588
H 9.8223 -1.0039 6.3941
H 9.8292 -2.7877 6.1840
H 10.6388 -1.0873 3.6790
H 9.6852 -2.6272 3.8318
H 7.5750 0.4441 3.1163
H 9.0962 -0.1863 2.3320
H 7.7649 -1.9892 1.3417
H 7.5764 -2.5456 3.0351
H 5.6969 -2.6240 0.4753
H 3.1140 -2.4049 0.3837
H 5.7557 -0.1589 4.2283
H 1.7921 0.0459 7.1123
H -0.3025 -1.2056 7.7289
H -1.6398 -2.4498 5.9020
H -2.7695 -3.5881 4.3816
H -3.2715 -1.9919 3.5502
H -3.2046 -3.6106 2.6027
H 0.2144 -3.3608 2.0221
C 8.5871 1.5895 -3.4158
C 7.3247 0.6966 -3.4138
C 6.3065 1.2793 -4.4048
C 5.7073 2.5952 -3.9145
C 5.1159 2.4490 -2.5147
C 6.0295 1.7506 -1.4883
N 6.7541 0.5672 -2.0400
O 5.9050 -0.4535 -2.0514
C 7.0662 2.7413 -0.9112
C 5.1576 1.3977 -0.2676
C 7.8493 -0.6522 -3.9407
H 9.1550 1.4472 -4.3384
H 8.3742 2.6557 -3.3781
H 9.2506 1.3387 -2.5850
H 5.4964 0.5625 -4.5793
H 6.7798 1.4407 -5.3777
H 6.4561 3.3923 -3.9266
H 4.9222 2.9134 -4.6062
H 4.8332 3.4385 -2.1442
H 4.1812 1.8847 -2.6096
H 7.7652 2.2321 -0.2438
H 6.5694 3.5224 -0.3296
H 7.6401 3.2694 -1.6695
H 4.2791 0.8088 -0.5363
H 4.7814 2.3026 0.2160
H 5.7272 0.8402 0.4808
H 8.6624 -1.0235 -3.3105
H 8.2424 -0.5388 -4.9535
H 7.0819 -1.4248 -3.9929
C -7.7408 0.7545 1.7426
C -6.7985 1.2714 2.8547
C -7.0566 2.7707 3.0628
C -6.5719 3.6117 1.8856
C -5.1068 3.3285 1.5663
C -4.7338 1.8358 1.4702
N -5.3689 0.9908 2.5271
O -4.6620 1.1512 3.6502
C -5.1115 1.2618 0.0867
C -3.1951 1.7500 1.4793
C -7.2607 0.4875 4.0972
H -8.7687 0.6959 2.1084
H -7.7898 1.4011 0.8688
H -7.4554 -0.2483 1.4163
H -6.5594 3.1163 3.9759
H -8.1249 2.9499 3.2159
H -7.1915 3.4370 1.0013
H -6.6898 4.6718 2.1275
H -4.8436 3.8355 0.6334
H -4.5020 3.8023 2.3478
H -4.9214 0.1866 0.0437
H -4.5161 1.7301 -0.7020
H -6.1476 1.4376 -0.1951
H -2.7530 2.2526 2.3411
H -2.7740 2.2350 0.5953
H -2.8516 0.7121 1.4758
H -7.1972 -0.5898 3.9201
H -8.3015 0.7228 4.3307
H -6.6843 0.7175 4.9935
C -5.4052 0.0371 -3.4380
C -6.6158 -0.9001 -3.6523
C -6.1112 -2.3479 -3.7329
C -5.3301 -2.6191 -5.0159
C -6.1390 -2.2311 -6.2511
C -6.7927 -0.8359 -6.1934
N -7.3937 -0.5123 -4.8664
O -8.5713 -1.1213 -4.8011
C -5.7709 0.2654 -6.5570
C -7.8169 -0.7643 -7.3444
C -7.4385 -0.7087 -2.3640
H -5.0190 -0.0589 -2.4209
H -4.5556 -0.1830 -4.0812
H -5.6846 1.0839 -3.5795
H -6.9541 -3.0455 -3.6752
H -5.4756 -2.5724 -2.8713
H -4.3737 -2.0888 -5.0090
H -5.0807 -3.6827 -5.0677
H -5.4951 -2.3009 -7.1326
H -6.9179 -2.9901 -6.3862
H -6.2082 1.2593 -6.4401
H -5.4545 0.1680 -7.5991
H -4.8537 0.2243 -5.9738
H -8.5378 -1.5827 -7.3132
H -7.3140 -0.8341 -8.3120
H -8.3683 0.1793 -7.3288
H -7.7044 0.3437 -2.2280
H -6.8579 -1.0178 -1.4916
H -8.3577 -1.2948 -2.3460

Summary:
⟨S²⟩ ... 3.763
Highest occupied orbital energy (spin up / spin down) ... -8.74 / -9.00 eV
Kohn-Sham gap (spin up / spin down) ... 8.24 / 8.50 eV
E ... -2512.13644 hartree
Net charge ... 0
Strongest force on any atom ... 0.073 hartree/bohr
2S+1 ... 4